(1)
{"formula": "C4H14NO3", "method": "wB97M-V/def2-TZVPD", "mol_weight_da": 124.2, "homo_lumo_gap_ev": 9.43, "total_charge": 1, "elements": ["O", "O", "H", "C", "H", "O", "H", "C", "C", "H", "H", "C", "H", "H", "H", "H", "H", "H", "H", "H", "H", "N"], "xyz": [[2.52, 0.31, -2.28], [-2.19, -2.83, 0.64], [-2.09, -3.64, 1.16], [-0.07, -1.02, -2.01], [-1.16, 1.26, 2.59], [0.51, 2.90, -0.36], [0.16, 3.66, -0.85], [-0.12, -0.17, 0.19], [-0.24, -0.33, 1.51], [0.27, 0.77, -0.20], [0.37, -0.09, -2.33], [-0.17, 0.83, 2.44], [3.02, 0.67, -3.02], [-0.91, -1.98, -0.46], [0.56, 1.57, 2.13], [-0.56, -1.28, 1.90], [-0.26, -1.70, -2.82], [0.14, 0.51, 3.42], [1.32, 3.24, 0.02], [-3.11, -2.61, 0.84], [2.37, 1.11, -1.75], [-0.34, -1.18, -0.78]]}

***

(2)
{"formula": "C4H14NOP2Si", "method": "wB97M-V/def2-TZVPD", "mol_weight_da": 182.2, "homo_lumo_gap_ev": 8.50, "total_charge": 1, "elements": ["C", "H", "C", "H", "H", "N", "P", "P", "C", "H", "H", "H", "Si", "H", "H", "H", "H", "H", "H", "O", "H", "H", "C"], "xyz": [[-2.69, -0.50, 0.27], [-0.38, -0.83, 1.50], [-0.19, -1.22, 0.59], [-3.61, -1.00, 0.10], [1.87, 2.83, -1.42], [-2.36, 0.63, -0.66], [2.47, 2.59, -0.18], [3.87, -0.85, 0.79], [-1.56, -1.51, 0.09], [0.00, -0.77, -1.21], [-1.50, -1.70, -1.00], [0.38, -2.09, 0.63], [2.14, 0.40, -0.09], [-2.37, 1.56, -0.20], [-1.89, -2.45, 0.52], [3.95, 0.19, 1.68], [3.74, 2.37, -0.63], [-3.11, 0.59, -1.36], [-2.67, 0.03, 1.36], [0.06, 1.11, -0.06], [-0.95, 1.07, -0.18], [4.43, -0.22, -0.17], [0.35, -0.23, -0.37]]}

***

(3)
{"formula": "C4H14NOS", "method": "wB97M-V/def2-TZVPD", "mol_weight_da": 124.2, "homo_lumo_gap_ev": 9.30, "total_charge": 1, "elements": ["H", "C", "H", "S", "H", "O", "H", "H", "H", "H", "H", "H", "H", "N", "H", "H", "H", "C", "C", "H", "C"], "xyz": [[-1.16, 1.41, -1.62], [0.30, -0.13, -1.77], [0.73, 0.51, 1.91], [-0.36, -1.54, -0.79], [-0.05, -0.33, -2.79], [1.60, 0.69, 3.70], [1.21, -0.13, 0.52], [-2.57, -0.60, -0.98], [1.79, 1.35, 0.96], [-2.11, -1.61, -2.43], [0.57, 1.96, -1.70], [-2.59, -2.30, -0.84], [2.16, 0.34, 4.40], [0.96, 0.76, 0.94], [-1.08, 1.07, 0.72], [0.81, 1.01, 4.15], [-0.13, 2.47, 0.51], [-0.19, 1.42, 0.22], [-2.08, -1.50, -1.36], [1.40, -0.22, -1.77], [-0.15, 1.27, -1.28]]}

***

no.,HOMO energy (eV),E (a.u.)
1,-13.49,-441.0116
2,-13.55,-1262.6061
3,-12.42,-688.7468